No. 1
{"formula": "C20H18N2O", "method": "ωB97M-V/def2-TZVPD", "symbols": ["N", "O", "C", "C", "C", "C", "C", "C", "C", "C", "C", "C", "C", "C", "C", "C", "C", "C", "C", "N", "C", "C", "C", "H", "H", "H", "H", "H", "H", "H", "H", "H", "H", "H", "H", "H", "H", "H", "H", "H", "H"], "xyz": [[-0.1225, -4.3649, -2.1774], [1.8414, 1.6174, -0.1028], [-0.7206, -5.4867, -2.5385], [-1.1522, -3.6449, -1.5830], [-0.9589, -2.3810, -0.9140], [-2.3526, -4.3732, -1.5362], [-1.6784, -1.9881, 0.2089], [0.4286, 4.0540, 3.8858], [1.3933, -0.3728, -3.1034], [-0.5226, 4.0583, 2.9848], [1.7477, 3.6594, 3.6342], [1.8916, 0.5840, -2.2714], [0.4664, -1.3583, -2.5986], [-0.2386, 3.6606, 1.6564], [2.0161, 3.2581, 2.3419], [1.3029, 0.6739, -0.9635], [-0.0571, -1.2919, -1.3543], [1.0635, 3.2463, 1.3430], [0.4023, -0.2730, -0.5295], [-2.0958, -5.5362, -2.2408], [1.4687, 2.9448, -0.0408], [-1.6415, -0.7679, 0.9626], [-0.2174, -0.1384, 0.8552], [-0.1424, -6.3688, -2.8353], [-3.2120, -4.0044, -0.9308], [-2.4942, -2.6661, 0.5875], [0.1337, 4.2922, 4.8649], [1.7906, -0.5968, -4.0435], [-1.5318, 4.3540, 3.3691], [2.4619, 3.3772, 4.3818], [2.6369, 1.3618, -2.5990], [0.1570, -2.0573, -3.3629], [-1.1180, 3.6933, 0.9724], [2.9456, 2.9621, 2.0455], [-2.7160, -6.3353, -2.2604], [2.3093, 3.6965, -0.3408], [0.6145, 3.1529, -0.6701], [-2.2519, -0.0417, 0.4283], [-2.0927, -0.8163, 1.9121], [0.4294, -0.7296, 1.5309], [-0.1841, 0.9471, 1.0317]], "forces_ev_per_a": [[-2.024, -0.788, -0.126], [0.795, -1.739, 0.153], [-0.073, -0.450, 0.359], [-1.040, -1.096, 0.247], [-1.186, 3.202, 3.495], [1.405, 1.635, 0.027], [-1.092, -4.266, -1.642], [3.004, -0.311, 2.591], [-1.032, -1.809, 1.881], [-2.879, 0.061, -2.613], [-0.815, -1.083, -1.036], [-0.348, 1.460, 0.827], [1.314, 1.711, -2.795], [-0.859, 0.158, 0.412], [-1.487, 0.744, 0.777], [1.325, 0.280, -1.594], [0.724, -1.543, -0.802], [-1.780, 1.595, 0.563], [-1.265, 0.826, 1.470], [1.326, 0.599, 0.921], [0.228, 1.704, -0.891], [1.801, 2.907, -2.163], [0.420, -0.432, 0.392], [-0.653, 0.414, -0.351], [0.388, -1.035, -1.234], [1.013, 0.246, -0.476], [-0.055, 0.384, 1.371], [0.536, 0.211, -1.455], [0.802, -0.320, -0.998], [0.236, 0.685, 0.539], [-0.794, -1.028, 0.469], [-0.128, -0.431, 0.419], [1.160, -0.212, 0.071], [2.617, -0.884, -0.426], [0.424, 0.122, -0.185], [-1.074, -1.548, 0.259], [-0.196, 0.021, -0.572], [-0.596, 0.239, -0.223], [0.045, -0.285, 1.406], [-0.017, 0.701, 0.120], [-0.174, -0.646, 0.811]], "lumo_energy_ev": 0.79, "max_force_ev_per_a": 4.9, "charge": 0, "smiles": "C1=C(c2c[nH]cn2)c2cccc(OCc3ccccc3)c2CC1", "e_homo_ev": -7.6, "relative_energy_kcal_mol": 83.46, "homo_lumo_gap_ev": 8.348}

***

No. 2
{"formula": "C20H28MnN3O7", "method": "ωB97M-V/def2-TZVPD", "symbols": ["Mn", "O", "H", "C", "C", "C", "O", "C", "O", "O", "H", "H", "H", "H", "H", "H", "C", "C", "C", "O", "C", "O", "O", "H", "H", "H", "H", "H", "H", "N", "C", "C", "C", "C", "H", "H", "H", "H", "H", "N", "C", "C", "C", "C", "H", "H", "H", "H", "H", "N", "C", "C", "C", "C", "H", "H", "H", "H", "H"], "xyz": [[-1.1663, -1.5201, 2.5522], [-0.9128, 0.1069, 1.4410], [-0.3231, -0.1665, 0.7116], [3.9769, -3.1748, -2.3247], [3.0931, -1.9947, -1.6920], [2.0657, -2.2298, -0.5999], [2.4504, -1.3269, 0.4245], [3.4366, -0.5135, -0.0225], [3.7931, 0.4584, 0.6311], [3.9471, -1.0283, -1.1358], [3.4800, -4.1258, -2.5162], [4.7488, -3.4483, -1.6052], [4.3748, -2.7165, -3.2301], [2.6161, -1.5723, -2.5764], [2.1525, -3.2651, -0.2702], [1.0358, -2.0648, -0.9165], [-2.8668, -1.1847, -1.8746], [-2.9390, -2.3664, -2.9330], [-4.3065, -2.5557, -3.7020], [-3.9440, -2.7354, -5.0620], [-2.6488, -2.4146, -5.2331], [-1.9708, -2.4326, -6.3084], [-2.1601, -1.9448, -4.0749], [-3.1424, -0.1696, -2.1608], [-1.8154, -1.0166, -1.6415], [-3.3958, -1.4202, -0.9511], [-2.3856, -3.2594, -2.6426], [-5.0823, -1.7924, -3.6425], [-4.7883, -3.4154, -3.2362], [0.4008, -0.1134, 4.0829], [-0.6584, -0.5557, 4.8597], [-0.5305, -1.8959, 5.0851], [0.4407, -2.3392, 4.1823], [1.1234, -1.2275, 3.6594], [0.5489, 0.8216, 3.7308], [-1.2965, 0.2160, 5.2644], [-1.1579, -2.4634, 5.7565], [0.6796, -3.3837, 4.0472], [2.0482, -1.2318, 3.1015], [-0.3897, 2.8001, 2.3691], [0.4606, 3.8797, 2.2801], [0.5080, 4.5849, 3.4790], [-0.1779, 3.7729, 4.3691], [-0.9484, 2.7955, 3.6440], [-0.6307, 2.1506, 1.6342], [0.9400, 4.0804, 1.3334], [1.1918, 5.3793, 3.7393], [-0.2195, 3.8846, 5.4425], [-1.6920, 2.0789, 3.9601], [-0.6287, 2.8796, -1.4346], [0.6017, 2.2783, -1.4632], [1.3178, 2.8793, -2.5070], [0.4978, 3.9525, -3.0086], [-0.7091, 3.9392, -2.3360], [-1.3526, 2.7037, -0.7526], [0.8122, 1.4410, -0.8144], [2.3074, 2.6631, -2.8817], [0.7299, 4.7059, -3.7467], [-1.5398, 4.6133, -2.4842]], "forces_ev_per_a": [[0.830, 1.728, -0.010], [-0.147, -2.087, 0.182], [-0.291, 0.417, 0.246], [-0.628, 1.168, 1.566], [0.128, -1.607, -2.304], [0.365, -1.212, -0.069], [-1.090, -0.054, 0.333], [1.039, 1.815, 2.184], [-0.627, -2.282, -1.983], [0.822, 1.253, 0.032], [-0.571, 0.405, -0.283], [0.325, 0.306, -0.141], [0.274, -0.509, 0.083], [-0.166, 0.389, 0.159], [-0.087, 0.025, 0.469], [0.042, 0.261, -0.052], [0.605, -1.057, -0.310], [-0.653, 3.004, -1.451], [0.105, -0.821, 1.738], [0.234, -0.683, -0.244], [2.753, 0.714, -4.033], [-3.466, -0.186, 4.814], [1.202, 0.235, 0.011], [-0.665, -0.414, -0.775], [0.220, -0.427, 0.226], [-0.043, -0.177, -0.038], [-0.857, -0.271, 0.681], [0.631, 0.627, 0.140], [-0.055, -0.537, -0.746], [0.707, -2.301, -0.320], [0.678, 2.574, 0.339], [-2.026, -0.020, -0.592], [1.633, -0.946, -0.460], [-1.293, 0.136, 0.501], [-0.181, 0.519, 0.088], [-0.083, -0.281, 0.258], [0.029, -0.137, -0.191], [0.508, 0.102, 0.074], [-0.225, 0.434, -0.263], [-0.329, 1.313, 0.856], [-0.254, 0.252, -0.814], [1.238, -1.702, -0.962], [-3.077, -1.314, 0.429], [2.808, 0.855, 0.735], [0.010, 0.131, 0.058], [0.020, 0.039, 0.053], [-0.182, 0.025, -0.213], [-0.292, 0.248, -0.039], [0.099, 0.098, -0.069], [-0.989, 1.024, 0.218], [0.236, 0.525, -1.611], [-0.804, 0.536, 0.633], [-0.390, -0.389, 0.503], [1.520, -0.944, -0.052], [0.238, -0.084, -0.134], [0.134, 0.102, -0.066], [-0.056, -0.174, 0.304], [0.222, -0.287, -0.091], [-0.130, -0.358, 0.404]], "lumo_energy_ev": [-5.24, -5.71], "max_force_ev_per_a": 5.9, "charge": 1, "e_homo_ev": [-10.3, -10.3], "homo_lumo_gap_ev": [5.109, 4.636], "spin_multiplicity": 6}

***

No. 3
{"formula": "C13H6N4SSeSn", "method": "ωB97M-V/def2-TZVPD", "symbols": ["Sn", "Se", "N", "C", "C", "C", "C", "C", "N", "C", "C", "N", "C", "C", "C", "C", "C", "N", "H", "H", "H", "H", "H", "H", "S", "C"], "xyz": [[-0.3340, 0.0000, -0.3159], [5.3044, 0.0000, 5.3753], [5.4149, 0.0000, 3.6117], [4.1887, 0.0000, 3.1561], [3.8469, 0.0000, 1.7411], [4.8067, 0.0000, 0.7273], [4.3984, 0.0000, -0.5874], [3.0345, 0.0000, -0.8594], [2.1194, 0.0000, 0.0974], [2.4999, 0.0000, 1.3792], [1.4302, 0.0000, 2.3847], [0.1433, 0.0000, 1.9587], [-0.8286, 0.0000, 2.8751], [-0.5891, 0.0000, 4.2387], [0.7126, 0.0000, 4.6823], [1.7437, 0.0000, 3.7454], [3.1469, 0.0000, 4.1444], [3.5375, 0.0000, 5.3931], [5.8543, 0.0000, 0.9996], [5.1122, 0.0000, -1.3985], [2.6648, 0.0000, -1.8787], [-1.8389, 0.0000, 2.4964], [-1.4201, 0.0000, 4.9291], [0.9623, 0.0000, 5.7354], [-4.0450, -0.0003, 0.0097], [-2.5552, -0.0001, 0.3066]], "forces_ev_per_a": [[-0.027, 0.000, -0.283], [0.266, 0.000, 0.282], [-0.055, 0.000, -0.180], [-0.051, 0.000, 0.022], [-0.020, 0.000, 0.027], [0.024, 0.000, 0.070], [0.011, 0.000, -0.023], [-0.035, 0.000, -0.051], [-0.016, 0.000, 0.134], [0.043, 0.000, -0.031], [-0.097, 0.000, 0.052], [0.082, 0.000, 0.129], [0.050, 0.000, -0.080], [-0.016, 0.000, 0.057], [0.082, 0.000, 0.033], [0.020, 0.000, -0.043], [0.023, 0.000, -0.051], [-0.174, 0.000, -0.068], [-0.012, 0.000, -0.022], [-0.008, 0.000, 0.002], [0.013, 0.000, 0.000], [-0.013, 0.000, 0.020], [-0.009, 0.000, -0.026], [-0.026, 0.000, -0.009], [-0.011, 0.000, 0.024], [-0.043, 0.000, 0.015]], "lumo_energy_ev": [-4.12, -4.54], "max_force_ev_per_a": 0.4, "charge": 1, "e_homo_ev": [-9.9, -12.2], "homo_lumo_gap_ev": [5.812, 7.631], "spin_multiplicity": 2}